An isolated molecule of CH3NO2 in a non-equilibrium geometry. Source: the OMol25 dataset; level of theory: ωB97M-V/def2-TZVPD.

Total charge   0
HOMO level   -10.760 eV
Energy relative to the best compared isomer or geometry (same formula, charge and spin)   95.7 kcal per mole
E   -6667.514 eV

```
7
CH3NO2 ωB97M-V/def2-TZVPD
O -0.97764 -0.77930 0.32046
H 0.05055 -0.36014 -1.63476
H 1.14829 -0.21605 1.03327
H -0.50651 1.10310 0.74715
N -1.02747 0.67547 -0.03341
O 1.37479 -0.18091 0.08350
C -0.06201 -0.24216 -0.51622
```

Löwdin atomic charge list, values in e, 6 entries: 0.00, 0.17, 0.07, 0.10, 0.11, -0.05

---

A cluster of 16 separate species, C15H50N18O19 in total in a non-equilibrium geometry. Source: the OMol25 dataset; level of theory: ωB97M-V/def2-TZVPD.

Total charge   -2
HOMO level   -4.196 eV
E   -82104.986 eV

```
102
C15H50N18O19 ωB97M-V/def2-TZVPD
H -6.32016 0.31388 23.83808
C -11.47409 0.09867 23.45443
C -7.41553 -2.13230 22.33759
H -9.37925 2.39715 25.90221
H -16.26543 -1.64511 25.11195
C -8.42751 -0.60657 29.82082
N -17.09584 -1.45480 25.67606
O -7.01831 -2.59529 21.25171
N -14.08932 -4.60119 23.26421
H -8.64532 -1.36560 26.62117
O -12.36311 4.60636 23.53969
C -16.00732 -1.00403 20.08705
H -14.32289 -3.64657 23.49181
N -7.29234 -0.92623 30.55174
H -11.05590 -1.57438 18.12046
H -9.71907 -1.47367 28.55602
N -7.47462 -1.19584 18.82247
H -15.48407 0.70998 23.68178
C -8.49169 -0.37031 18.42192
H -9.85168 0.94449 19.05832
O -8.78630 0.54453 29.62753
H -12.22551 -0.89599 19.17273
O -11.70868 2.38957 19.65955
N -9.07295 -1.68924 29.30637
N -11.96054 -3.96112 23.76034
O -16.83148 -1.10946 19.16849
H -14.32512 2.71884 21.44072
H -14.30642 4.14882 19.50241
H -10.81419 0.23146 29.61177
H -11.61102 -0.11893 28.36129
H -12.37332 -1.67755 21.24580
N -13.32126 3.96545 19.44397
H -11.10707 0.62448 22.58158
H -16.98780 0.71055 23.94365
H -15.57395 -2.95541 20.42157
H -7.89125 2.63397 25.68462
N -13.37842 2.49400 21.19370
H -7.01917 -1.76375 18.13649
C -12.77795 -4.89541 23.17177
H -7.47386 -1.59535 19.77650
H -15.24091 0.14658 26.02080
H -13.05991 -1.69957 26.57107
H -11.52992 -3.02953 21.88807
C -12.74536 2.90617 20.08497
H -8.71652 -2.61551 29.42420
H -14.79613 0.33380 21.11263
N -11.65916 -2.37819 21.12661
C -17.07829 -0.51777 26.67255
H -13.33872 2.34857 25.50871
H -14.62782 -1.73290 21.29830
O -9.58580 0.59465 24.59490
H -11.84246 2.31169 24.73462
H -12.87325 4.32870 18.62316
H -15.60580 -4.68408 25.14797
H -14.82016 3.89411 25.44849
O -15.41727 -4.14954 25.92075
H -15.94046 0.90866 27.41770
O -10.62800 -0.91853 26.81294
H -7.19236 -2.11727 24.31287
C -13.07007 3.98676 24.32313
N -9.16360 0.28220 19.39001
H -7.66058 0.72561 24.47117
H -9.12222 0.01280 20.35534
C -11.33287 -0.69039 25.79929
N -12.74294 2.74750 24.80717
N -8.63477 -1.55571 22.48476
O -7.81010 -1.67817 26.22341
C -12.77989 -0.40519 23.31135
O -14.53258 -1.63048 24.45802
H -7.23019 -0.90777 26.24864
N -15.43246 -2.02341 20.76249
C -12.65095 -1.13495 25.74653
O -12.36353 -5.91589 22.62527
N -16.03819 0.33721 26.59511
H -15.54506 -3.23846 25.62034
C -10.71825 0.04244 24.61900
H -6.72144 -0.11264 30.70148
H -14.84560 -5.24493 23.14942
H -5.80165 -2.69665 23.36763
O -17.99596 -0.28484 27.47357
N -14.24362 4.43672 24.83838
N -6.66905 -2.20035 23.44941
O -11.66347 0.39956 29.18222
H -15.74122 1.03377 19.84585
O -16.22479 1.29646 23.89095
C -11.08303 -2.50967 19.91384
H -8.82469 -0.98132 23.30055
H -9.50758 -1.87681 22.09183
O -13.38527 -0.22458 22.22734
H -17.85868 -2.10738 25.68657
N -15.39992 0.21059 20.29956
H -10.98097 -4.19171 23.73305
H -6.95019 -1.86499 30.53709
H -12.28076 -3.11795 24.20640
H -13.02851 1.62383 21.57500
C -13.41776 -1.06514 24.53860
H -14.61693 5.29244 24.46889
O -8.71659 -0.24094 17.20920
O -6.69713 0.70747 24.63178
N -11.55688 -1.62246 18.99068
O -10.21684 -3.34069 19.63941
O -8.67121 3.02448 26.09389
```

Löwdin atomic charge list, values in e, 6 entries: 0.03, -0.02, -0.65, 0.01, 0.05, -0.66

---

A cluster of 2 separate species, C3H3NOS in total in a non-equilibrium geometry. Source: the OMol25 dataset; level of theory: ωB97M-V/def2-TZVPD.

Total charge   0
HOMO level   -9.138 eV
Energy relative to the best compared isomer or geometry (same formula, charge and spin)   65.5 kcal per mole
E   -17529.098 eV

```
9
C3H3NOS ωB97M-V/def2-TZVPD
H -0.35802 2.36420 -0.93668
N -1.41465 0.39257 -0.45016
S -1.26458 1.94085 0.14684
C 1.52805 -0.96322 -0.12508
C -1.61171 -0.72630 -0.03239
H 1.39436 -1.53453 -1.00728
H 1.82506 0.46891 1.57691
O -1.82086 -1.86574 0.14151
C 1.72235 -0.07673 0.68634
```

Löwdin atomic charge list, values in e, 6 entries: -0.06, -0.37, 0.69, 0.00, -0.44, 0.03

---

A structure of composition H14LiO7 in a non-equilibrium geometry. Source: the OMol25 dataset; level of theory: ωB97M-V/def2-TZVPD.

Total charge   +1
HOMO level   -14.612 eV
Energy relative to the best compared isomer or geometry (same formula, charge and spin)   9.4 kcal per mole
E   -14761.611 eV

```
22
H14LiO7 ωB97M-V/def2-TZVPD
H -0.85141 -3.20155 -1.38291
O -0.71541 1.19645 2.08509
H 1.71859 -1.06955 -2.04291
O -1.46941 0.25845 -1.10391
H 2.42959 0.18345 1.68109
H -1.29141 -0.27655 -1.86091
O -0.00441 -1.65755 0.94909
O 0.25359 2.65145 -0.68291
H 2.13459 1.54045 1.06909
H -0.04441 1.35445 2.78009
O 2.10659 0.59545 0.86109
H 0.35559 3.16545 0.11109
H -2.27341 0.01945 -0.69891
H 0.93459 0.16445 -2.62691
H 0.25359 -2.57855 0.99009
O -1.58241 -2.59055 -1.17391
H -0.63741 2.91945 -0.96291
H -1.38141 0.72945 2.55109
O 1.29459 -0.25955 -1.83091
Li 0.34959 0.28745 0.02609
H -1.17941 -2.09055 -0.48791
H -0.40041 -1.34155 1.75109
```

Löwdin atomic charge list, values in e, 6 entries: 0.06, -0.04, 0.05, -0.05, 0.08, 0.03

---

A structure of composition C4H3I in a non-equilibrium geometry. Source: the OMol25 dataset; level of theory: ωB97M-V/def2-TZVPD.

Total charge   0
HOMO level   -8.017 eV
Energy relative to the best compared isomer or geometry (same formula, charge and spin)   63.7 kcal per mole
E   -12291.736 eV

```
8
C4H3I ωB97M-V/def2-TZVPD
H 0.56548 -2.35652 0.03483
H 0.20550 -0.40237 2.05950
C 0.08932 -0.27455 0.92878
C -0.26644 0.05471 -0.99572
C -0.13962 1.02747 -0.04574
H -0.51280 0.23159 -2.08115
I -0.12981 3.03616 0.08104
C 0.18836 -1.31649 0.01845
```

Löwdin atomic charge list, values in e, 6 entries: 0.08, 0.10, -0.17, -0.12, -0.85, 0.09

---

An isolated molecule of C19H32N6O4 in a non-equilibrium geometry. Source: the OMol25 dataset; level of theory: ωB97M-V/def2-TZVPD.

Total charge   0
HOMO level   -8.856 eV
Energy relative to the best compared isomer or geometry (same formula, charge and spin)   39.4 kcal per mole
E   -37353.025 eV

```
61
C19H32N6O4 ωB97M-V/def2-TZVPD
O -0.36958 0.43002 0.85559
N 3.06295 -3.05709 -1.09077
H -3.03856 -3.98085 2.99067
O -3.77652 -1.70668 0.66709
H -4.82631 3.91217 -0.23754
N -2.30630 0.98307 -0.12469
N 4.46742 -2.18615 0.27159
C -3.89689 2.35064 -1.38877
C 4.50031 2.44317 -0.62296
H 3.01920 2.18664 2.23369
H -4.63716 -3.37155 2.53857
H 1.36377 -0.52708 -2.41912
H -3.12544 3.03604 -1.74669
N 2.43226 -2.08475 -0.43207
H -3.43638 -2.27328 3.22721
H 3.76293 -0.43984 2.17510
H 1.54748 0.34180 -0.88147
H -3.61546 0.78623 1.50000
H 0.61226 -2.54695 -1.23842
C -3.57761 -3.13329 2.57822
C 2.50584 1.95390 1.28510
C 0.95458 -0.40526 -1.41431
C 2.54441 3.18122 0.37540
C -0.49782 0.05706 -1.51256
O -2.88857 -2.04811 -1.35902
H -1.99060 -2.57040 1.21192
C 4.51499 1.19966 0.26412
H -2.72793 0.71852 -2.13883
H -5.31446 2.29038 0.24383
N 4.25546 -3.10283 -0.66307
H -4.67563 2.29180 -2.15017
H -3.77947 3.21475 1.94603
C -3.25945 0.96521 -1.21834
H 1.95449 2.97367 -0.53132
C -2.83141 1.46218 1.14394
C -4.31749 -0.14110 -0.99804
H -2.56964 3.54735 0.70052
O 3.86206 3.52440 0.01684
H 4.98334 0.36807 -0.26511
H -3.18772 -3.67829 0.50979
H 3.97990 2.20837 -1.56444
H -4.85867 -0.30295 -1.92980
H -5.01706 0.12248 -0.20855
C -4.46577 2.89428 -0.08159
H 5.51663 2.77323 -0.84266
C 3.33262 -1.54087 0.42592
H -0.55570 0.90243 -2.20185
N 3.14310 0.84768 0.59036
H 2.03231 -0.48683 1.71535
H 1.46857 1.68428 1.49171
C 1.06245 -1.73426 -0.66388
H 5.10016 1.40876 1.17638
C -3.38075 2.87598 0.98940
H -2.00728 1.44148 1.85897
C -1.04366 0.49350 -0.16132
H 2.12891 4.05205 0.88545
C 3.05319 -0.40198 1.33329
C -3.05510 -2.82880 1.18802
C -3.58916 -1.41184 -0.61377
H -1.11047 -0.75810 -1.90333
H 0.55870 -1.64325 0.30182
```

Löwdin atomic charge list, values in e, 6 entries: 0.03, 0.04, 0.08, 0.00, 0.11, -0.01

---

Q: What is the E in the fifth record?
A: -12291.736 eV